[1]
This record from OMol25 describes a structure of composition C17H42BaN2O6 in a non-equilibrium geometry. The level of theory is ωB97M-V with the def2-TZVPD basis set.

Geometry as XYZ:
```
68
Properties=species:S:1:pos:R:3:forces:R:3:mulliken_charge:R:1
Ba 9.6454 8.3078 -8.2265 0.01 0.39 0.37 1.1808
C 8.8349 4.8012 -5.1481 0.40 -0.26 -0.13 -0.9506
C 8.2454 5.0763 -6.5232 -0.11 0.01 -0.31 -0.5668
O 9.0040 5.9370 -7.2757 0.14 0.73 -0.24 -0.5005
H 8.9365 5.7420 -4.6060 -0.14 -0.08 0.23 0.1131
H 9.8422 4.3780 -5.2426 -0.04 0.05 -0.08 0.2192
H 8.2358 4.0627 -4.6083 -0.09 0.21 0.23 0.3977
H 7.2088 5.4507 -6.3479 0.06 -0.01 -0.09 0.1723
H 8.1148 4.0982 -7.0334 -0.05 0.03 0.06 0.2354
C 11.0278 12.7146 -7.2473 0.21 -0.10 0.30 -1.2722
C 10.5654 12.2373 -8.6228 -0.64 -0.30 -0.04 0.5189
C 11.5377 12.7325 -9.6862 -0.12 0.46 -0.05 -1.5414
O 10.3623 10.8834 -8.6959 -0.17 -1.06 0.40 -0.5438
H 11.1313 13.8031 -7.2098 0.03 -0.01 0.01 0.4482
H 11.9913 12.2573 -6.9948 0.03 0.12 -0.13 0.1641
H 10.3355 12.4114 -6.4558 -0.14 0.02 -0.13 0.1583
H 9.5848 12.7492 -8.7944 0.19 0.22 -0.13 0.1540
H 12.5439 12.3427 -9.5161 -0.02 -0.11 0.04 0.2950
H 11.5845 13.8291 -9.6621 0.10 -0.07 -0.11 0.4090
H 11.1986 12.4228 -10.6751 0.03 -0.05 -0.02 0.3042
C 8.6794 8.6644 -4.5127 -0.01 0.10 0.01 -0.8429
O 8.5055 9.4527 -5.6766 0.14 -0.36 -0.14 0.1860
C 7.2209 10.0323 -5.7949 0.20 0.25 0.35 -0.9735
C 7.1592 10.6592 -7.1665 -0.24 -0.68 0.26 -0.2515
N 7.0565 9.5788 -8.1703 -0.23 1.07 0.35 -0.2904
C 7.0527 10.1454 -9.5192 0.33 0.00 -0.09 -0.0753
C 6.7839 9.0197 -10.4864 0.06 -0.20 0.23 -1.1897
O 7.8109 8.0653 -10.2788 0.27 -0.42 -0.20 0.4097
C 7.4730 6.7434 -10.6767 -0.94 0.61 -0.61 -0.9162
H 7.8730 7.9322 -4.4203 -0.02 0.01 0.08 0.3742
H 8.7278 9.3026 -3.6229 -0.13 -0.05 0.03 0.3255
H 9.6207 8.1297 -4.6134 0.01 0.00 -0.07 0.0439
H 7.0955 10.7996 -5.0179 -0.06 -0.03 -0.04 0.3566
H 6.4429 9.2708 -5.6409 0.02 -0.01 -0.09 0.4237
H 8.0994 11.2037 -7.2850 -0.13 0.12 -0.41 -0.0318
H 6.2825 11.3138 -7.2380 0.20 0.28 0.05 0.5014
H 6.1702 9.1179 -7.9801 0.05 -0.17 -0.20 0.1008
H 8.0535 10.5755 -9.6725 -0.02 -0.09 -0.11 0.0219
H 6.3455 10.9733 -9.6697 -0.18 -0.16 0.11 0.4766
H 6.7736 9.3464 -11.5309 -0.06 0.02 0.00 0.3764
H 5.8224 8.5486 -10.2370 -0.07 0.09 -0.17 0.3986
H 8.3477 6.1075 -10.6108 0.02 -0.04 0.22 0.1470
H 7.0927 6.7762 -11.7093 0.31 -0.17 -0.03 0.3711
H 6.6319 6.3722 -10.0828 0.30 -0.18 0.28 0.3070
C 10.3324 7.8622 -12.0746 0.00 -0.03 -0.08 -0.9268
O 10.9322 7.7670 -10.7943 -0.11 -0.07 -0.23 0.1106
C 12.0269 6.8736 -10.7713 -0.19 -0.31 -0.28 -0.7779
C 12.6641 6.9392 -9.4267 1.07 0.45 0.26 -0.6160
N 11.7916 6.4676 -8.3743 0.65 0.43 0.37 0.0224
C 12.4340 6.4505 -7.0536 0.05 -0.25 -0.04 -0.7462
C 12.7522 7.7748 -6.3721 0.09 -0.33 -0.21 -0.7474
O 11.6038 8.5740 -6.2472 -0.09 -0.17 -0.21 0.3962
C 11.8332 9.7612 -5.5236 -0.05 0.17 0.45 -0.8271
H 9.7328 8.7674 -12.0958 0.02 0.04 0.03 0.1426
H 9.6833 7.0054 -12.2834 0.06 -0.04 0.05 0.3274
H 11.0955 7.9033 -12.8574 0.03 0.12 0.03 0.3798
H 12.7573 7.1363 -11.5445 -0.04 0.10 -0.01 0.4352
H 11.6967 5.8419 -10.9749 -0.10 0.08 -0.06 0.3835
H 12.9453 7.9822 -9.2299 -0.34 0.07 0.04 0.2727
H 13.6619 6.4587 -9.4800 -0.32 -0.42 0.10 0.4073
H 11.4413 5.5335 -8.5520 -0.21 0.08 -0.04 0.0827
H 13.4116 5.9429 -7.1236 -0.16 -0.19 0.19 0.4035
H 11.7560 5.8995 -6.4006 0.07 -0.10 -0.01 0.1417
H 13.5506 8.3278 -6.8847 -0.08 0.06 -0.05 0.4315
H 13.1326 7.4936 -5.3803 0.05 0.15 0.01 0.3471
H 12.0046 9.5358 -4.4612 0.04 -0.04 -0.09 0.3602
H 10.9422 10.3741 -5.6152 0.02 0.03 -0.08 -0.0300
H 12.6950 10.3115 -5.9065 -0.01 -0.02 -0.12 0.3824
```
Positions in Å, forces in eV/Å.

The energy relative to the best compared isomer or geometry (same formula, charge and spin) is 0.0 kJ/mol. For the LUMO energy, the calculation gives 0.0099 Eh. Its energy is -34268.753 eV. For the molar mass, the calculation gives 507.859 g/mol. The value obtained for the HOMO energy is -6.984 eV.


[2]
This record from OMol25 describes a structure of composition C17H42ClO6 in a non-equilibrium geometry. The level of theory is ωB97M-V with the def2-TZVPD basis set.

Geometry as XYZ:
```
66
Properties=species:S:1:pos:R:3:forces:R:3:mulliken_charge:R:1
Cl -1.5505 2.2625 0.7573 0.26 1.59 1.24 -0.5941
C -4.2726 -2.1022 3.3200 -2.12 2.81 2.27 -1.1548
C -2.8338 -2.3111 3.5188 1.07 -2.47 -0.40 -0.6629
C -1.8313 -1.1592 3.2400 -9.05 1.52 0.82 0.8123
C -0.5443 -1.3881 3.4345 8.08 -2.24 -0.99 -0.3411
C 0.3454 -0.2129 3.3615 -1.98 5.13 -1.29 -1.2940
H -4.5271 -1.1840 3.9221 -0.12 -0.39 -0.59 0.2306
H -5.0291 -2.8093 3.7240 1.00 -0.25 -0.48 0.3575
H -4.4897 -1.8398 2.3240 -0.53 0.13 -1.36 0.2399
H -2.7013 -3.1876 2.8752 1.13 0.11 -0.60 0.3225
H -2.7354 -2.8519 4.4589 0.63 0.70 0.74 0.4753
H -2.0440 -0.3497 3.9325 -1.08 0.51 0.20 0.3283
H -1.9999 -0.7494 2.2656 -0.30 0.18 -0.34 -0.7047
H -0.2483 -2.0179 2.5960 0.77 -0.84 0.17 0.1924
H -0.2472 -1.8168 4.3590 -0.17 -1.17 0.98 0.3915
H 1.3293 -0.4031 3.2913 3.57 -1.35 -0.20 0.4778
H 0.2853 0.4654 4.2272 -0.39 -0.35 0.22 0.4899
H 0.2191 0.6059 2.5035 -0.55 -2.15 1.42 -0.0329
C -0.0584 -0.7781 -0.6953 8.72 -8.99 7.08 -2.8498
O 0.9050 -1.2957 -1.6703 0.62 -0.45 0.15 -0.4348
C 0.4736 -1.1753 -3.0402 5.17 1.33 3.56 0.8191
C 1.5131 -1.3498 -3.8342 11.54 -2.68 7.16 -1.9759
O 2.6039 -0.4587 -3.5114 0.69 -1.65 -2.08 -0.2102
C 3.7132 -0.6197 -4.5078 -1.63 2.55 1.57 -0.8021
H -0.1658 0.1548 -0.8254 -1.10 5.57 2.16 0.6874
H 0.5396 -0.8441 0.2496 0.40 -0.49 -0.16 0.4786
H -0.8876 -1.4227 -0.5387 1.26 -0.47 1.00 0.7666
H 0.0463 -0.2948 -3.1950 -0.76 4.22 -1.67 0.5414
H -0.1596 -1.8488 -3.4135 -1.14 -3.86 -2.95 0.3047
H 1.1534 -1.3819 -4.6517 -3.52 0.68 -11.77 0.8655
H 1.7069 -2.4731 -3.6518 1.26 1.10 -0.21 0.2602
H 3.4244 0.1386 -5.2761 0.53 -1.08 -0.17 0.3118
H 3.7896 -1.6531 -4.8333 0.22 0.08 -0.12 0.3078
H 4.6124 -0.1848 -4.0076 -0.54 -0.85 -0.37 0.1746
C 6.1599 3.4217 0.2820 -0.98 -3.26 1.30 -0.6902
O 4.7396 2.9919 0.4132 2.31 3.02 1.52 -0.3148
C 4.5168 1.6323 0.5703 10.01 1.34 -1.73 -0.6100
C 3.2470 1.3814 0.7088 -9.37 -5.64 -0.42 0.0812
O 2.3831 2.0101 -0.1730 0.71 0.62 0.16 -0.4727
C 0.9993 1.6375 0.1151 3.11 0.37 -4.09 -2.0019
H 6.5117 3.0364 -0.7231 0.09 0.26 1.21 0.2792
H 6.8754 2.9459 1.2561 -2.02 1.62 -2.91 0.2067
H 6.0466 4.4865 0.2375 0.55 0.51 0.35 0.2482
H 5.1568 1.1214 1.3434 -0.50 0.61 -0.16 0.2773
H 4.9005 1.3264 -0.3360 0.94 -1.92 -2.39 0.4392
H 3.1229 1.5606 1.7618 -1.83 0.01 0.92 0.1230
H 3.0393 0.1678 0.3682 0.88 2.50 1.91 0.0413
H 1.0106 1.5475 1.1261 -1.22 0.15 2.69 0.3482
H 0.7388 0.7288 -0.4361 2.37 2.07 1.64 2.2269
H 0.4932 2.3737 -0.4391 -0.88 1.27 0.53 0.5411
C -1.2677 -0.7901 -2.0957 -10.85 3.26 -3.54 0.1136
O -2.2048 -1.2677 -1.0838 -2.44 0.31 -2.65 -0.5861
C -2.5388 -0.3705 -0.0126 2.39 -2.53 1.05 1.6553
C -3.3317 0.6806 -0.4489 -3.38 4.14 0.58 -1.2961
O -4.4945 0.2205 -1.1062 0.46 -0.93 -0.64 -0.3979
C -5.4156 1.2276 -1.2980 1.93 2.83 3.10 -0.8592
H -0.6438 -1.4529 -2.5929 -6.28 -2.39 3.31 -0.0461
H -0.5299 -0.0985 -1.7749 -3.65 1.51 -3.52 0.0279
H -1.7521 -0.1890 -3.0931 0.00 -1.64 2.25 -0.0011
H -1.6317 0.0178 0.5588 -1.37 -0.49 -0.94 -1.0124
H -3.1058 -0.9831 0.6345 -0.62 -0.97 0.82 -0.0917
H -2.7953 1.2486 -1.1549 0.65 1.17 -0.84 0.5125
H -3.5724 1.4312 0.4524 0.19 -1.84 -2.01 0.5593
H -5.0297 2.2663 -1.7320 -0.56 -2.24 0.53 0.2414
H -5.7752 1.4260 -0.2430 -0.14 0.65 -0.95 0.3145
H -6.1871 0.7994 -1.7938 -2.47 -0.83 -2.04 0.3648
```
Positions in Å, forces in eV/Å.

The energy relative to the best compared isomer or geometry (same formula, charge and spin) is 277.7 kJ/mol. For the LUMO energy, the calculation gives 0.0982 Eh. Its energy is -43093.068 eV. For the molar mass, the calculation gives 377.970 g/mol. The value obtained for the HOMO energy is -4.182 eV. The charge is -1.